DFT (ωB97M-V/def2-TZVPD) results for C38H50NP3Se2Ti as an isolated structure.

For the molecular weight, the calculation gives 819.53 u. The calculation puts the HOMO energy (spin up / spin down) at -6.2 / -6.8 eV. For the HOMO-LUMO gap (spin up / spin down), the calculation gives 6.743 / 7.285 eV. Its energy relative to the best compared isomer or geometry (same formula, charge and spin) is 7.5 kJ/mol.

Geometry as ORCA input:
```
! wB97M-V def2-TZVPD RIJCOSX def2/J DEFGRID3
* xyz 0 3
Ti 0.19 -0.06 -0.76
C 4.96 -2.30 -1.25
C 3.46 -2.20 -0.97
C 3.09 -3.20 0.13
P 2.76 -0.51 -0.62
C 4.00 0.63 -1.38
C 3.84 0.61 -2.90
C 3.86 2.05 -0.86
C 2.93 -0.26 1.18
C 4.09 -0.56 1.89
C 4.19 -0.35 3.26
C 5.45 -0.69 4.01
C 3.08 0.19 3.91
C 1.92 0.51 3.23
C 1.81 0.29 1.85
N 0.73 0.64 1.06
C -0.47 1.18 1.55
C -1.13 0.73 2.70
C -2.35 1.25 3.08
C -2.98 2.25 2.34
C -4.31 2.81 2.73
C -2.33 2.69 1.19
C -1.12 2.16 0.75
P -0.30 2.58 -0.83
C 0.69 4.09 -0.37
C -0.15 5.35 -0.17
C 1.50 3.83 0.90
C -1.49 3.06 -2.17
C -0.65 3.73 -3.26
C -2.79 3.83 -1.92
H 5.23 -3.35 -1.40
H 5.56 -1.93 -0.42
H 5.26 -1.76 -2.14
H 2.93 -2.49 -1.88
H 3.71 -3.04 1.01
H 3.26 -4.21 -0.22
H 2.05 -3.12 0.46
H 4.99 0.25 -1.12
H 2.82 0.91 -3.18
H 4.01 -0.37 -3.34
H 4.53 1.31 -3.36
H 2.89 2.47 -1.14
H 4.64 2.68 -1.30
H 3.96 2.11 0.23
H 4.95 -0.96 1.37
H 6.18 -1.15 3.35
H 5.26 -1.38 4.83
H 5.91 0.20 4.44
H 3.12 0.38 4.97
H 1.11 0.97 3.77
H -0.69 -0.06 3.29
H -2.84 0.87 3.97
H -4.48 2.72 3.80
H -5.12 2.27 2.23
H -4.41 3.86 2.46
H -2.80 3.48 0.61
H 1.39 4.25 -1.20
H -0.91 5.19 0.60
H -0.64 5.70 -1.07
H 0.50 6.16 0.19
H 0.83 3.85 1.77
H 2.24 4.62 1.03
H 2.00 2.87 0.90
H -1.80 2.09 -2.55
H -0.36 4.75 -2.99
H -1.24 3.80 -4.18
H 0.26 3.17 -3.49
H -2.65 4.79 -1.42
H -3.50 3.24 -1.35
H -3.26 4.04 -2.89
Se -2.75 -0.28 -1.00
P -2.30 -2.39 -1.08
Se -0.14 -2.62 -1.26
C -3.15 -3.27 -2.40
C -4.35 -2.77 -2.92
C -5.05 -3.48 -3.87
C -4.56 -4.70 -4.33
C -3.36 -5.20 -3.83
C -2.66 -4.48 -2.87
C -2.91 -3.22 0.42
C -2.06 -3.82 1.33
C -2.57 -4.43 2.47
C -3.93 -4.43 2.70
C -4.80 -3.83 1.79
C -4.29 -3.23 0.66
H -4.71 -1.80 -2.58
H -5.97 -3.09 -4.27
H -5.10 -5.26 -5.08
H -2.97 -6.14 -4.19
H -1.72 -4.86 -2.49
H -0.99 -3.81 1.14
H -1.89 -4.89 3.18
H -4.33 -4.91 3.59
H -5.86 -3.83 1.97
H -4.97 -2.75 -0.04
*
```

=====

DFT (ωB97M-V/def2-TZVPD) results for C38H51BBrIrN6O3S4 as an isolated structure.

For the molecular weight, the calculation gives 1051.07 u. The calculation puts the HOMO energy (spin up / spin down) at -16.0 / -16.0 eV. For the HOMO-LUMO gap (spin up / spin down), the calculation gives 6.543 / 5.468 eV. Its energy relative to the best compared isomer or geometry (same formula, charge and spin) is 0.0 kJ/mol.

Geometry as ORCA input:
```
! wB97M-V def2-TZVPD RIJCOSX def2/J DEFGRID3
* xyz 3 2
Ir -0.56 -1.77 0.22
C 3.90 -1.33 -2.60
C 3.35 -0.30 -1.67
C 4.01 0.84 -1.30
C 3.42 1.77 -0.40
N 2.21 1.58 0.07
N 1.57 0.48 -0.30
B 0.07 0.34 0.08
N -0.15 1.12 1.40
N -0.43 2.42 1.32
C -0.42 3.10 2.44
C -0.10 2.47 3.67
C 0.16 1.13 3.75
C 0.47 0.40 5.01
C 0.09 0.46 2.51
S 0.25 -1.26 2.30
C -0.78 4.58 2.38
C -1.00 5.02 0.94
C -2.07 4.78 3.19
C 0.36 5.40 3.00
N -0.81 0.99 -1.01
N -0.26 1.94 -1.77
C -1.06 2.66 -2.51
C -2.46 2.43 -2.51
C -3.02 1.44 -1.74
C -4.48 1.13 -1.70
C -2.10 0.70 -0.97
S -2.56 -0.63 0.05
C -0.44 3.74 -3.38
C -1.16 5.07 -3.12
C -0.63 3.32 -4.85
C 1.04 3.91 -3.07
C 2.07 -0.45 -1.10
S 1.02 -1.81 -1.35
C 4.17 3.02 0.03
C 5.45 2.58 0.76
C 4.54 3.83 -1.22
C 3.31 3.87 0.95
H 4.90 -1.06 -2.92
H 3.27 -1.42 -3.49
H 3.94 -2.31 -2.12
H 5.00 1.03 -1.68
H -0.09 3.07 4.58
H 0.44 1.07 5.86
H 1.46 -0.06 4.95
H -0.25 -0.41 5.17
H -1.83 4.48 0.47
H -0.11 4.87 0.33
H -1.24 6.09 0.93
H -2.89 4.20 2.78
H -2.35 5.83 3.16
H -1.94 4.51 4.24
H 1.29 5.28 2.44
H 0.54 5.15 4.04
H 0.09 6.46 2.97
H -3.09 3.03 -3.14
H -5.03 1.79 -2.37
H -4.87 1.25 -0.69
H -4.66 0.10 -2.00
H -2.22 5.04 -3.39
H -0.70 5.85 -3.74
H -1.07 5.37 -2.08
H -1.68 3.19 -5.11
H -0.09 2.40 -5.07
H -0.23 4.10 -5.50
H 1.20 4.21 -2.03
H 1.46 4.68 -3.72
H 1.60 2.98 -3.24
H 6.12 2.00 0.12
H 5.22 1.99 1.65
H 6.00 3.47 1.08
H 5.17 3.27 -1.92
H 5.10 4.71 -0.92
H 3.65 4.16 -1.75
H 3.04 3.34 1.86
H 2.40 4.19 0.45
H 3.88 4.76 1.24
O 0.47 -5.50 0.69
S 0.04 -6.78 0.12
C -1.07 -7.73 1.19
C -0.52 -9.15 1.10
C 1.01 -9.05 1.03
C 1.35 -8.02 -0.05
H -2.09 -7.60 0.83
H -0.96 -7.28 2.17
H -0.91 -9.66 0.21
H -0.84 -9.72 1.97
H 1.46 -10.01 0.78
H 1.41 -8.73 1.99
H 1.27 -8.42 -1.06
H 2.30 -7.49 0.07
Br -1.80 -5.95 -2.35
C -3.11 -5.83 -0.99
C -4.09 -6.81 -0.99
C -5.04 -6.84 0.02
C -5.00 -5.91 1.05
C -4.03 -4.93 1.05
C -3.08 -4.86 0.02
C -2.13 -3.73 0.08
O -1.91 -3.13 1.19
O -1.51 -3.28 -0.94
H -4.11 -7.54 -1.79
H -5.81 -7.60 0.00
H -5.74 -5.94 1.84
H -3.99 -4.19 1.83
*
```